# 1
Density functional theory data (the ωB97M-V functional and the def2-TZVPD basis) for a cluster of 4 separate species, C37H76ClO19P4S2 in total at a distorted geometry.

Geometry as ORCA input:
```
! wB97M-V def2-TZVPD RIJCOSX def2/J DEFGRID3
* xyz -1 1
H 0.834 0.208 5.040
C -5.662 -2.121 1.615
H -6.540 1.759 7.570
H 3.883 -3.577 4.724
H -3.149 1.171 3.298
H 0.302 0.002 -3.049
S 4.964 3.079 2.938
C 5.344 -2.122 3.387
C -3.619 8.397 0.167
C 3.970 3.422 1.342
H -7.893 -2.215 0.772
H -0.378 -1.364 -4.156
O 5.853 1.407 -3.170
H 0.672 -5.463 3.502
H 4.119 2.501 3.911
H -5.838 -3.215 2.062
O 5.030 -3.449 2.814
H 3.235 1.353 1.959
H -0.405 1.527 -1.661
H -6.392 3.161 6.296
C -4.185 4.882 0.118
H 1.353 -4.500 -6.918
C -1.106 -5.686 -10.562
H 1.806 -5.050 4.951
C 4.020 -4.087 3.674
C -1.328 1.426 -0.949
H -2.531 -0.502 -0.751
H 6.606 0.987 -5.548
C -0.487 -0.885 -3.068
O -2.264 -5.452 -6.406
H 1.509 3.401 0.341
O -1.778 0.644 1.598
C -7.013 2.185 6.586
O -1.580 5.120 0.339
H -8.973 0.903 4.454
C -6.714 1.110 5.346
H -3.539 -2.913 1.321
C 2.564 -4.346 2.894
H 1.412 -5.047 -8.610
O 5.900 -1.891 4.579
C -7.850 0.551 4.304
S -0.046 -2.243 -1.855
P -0.818 0.255 3.041
C -1.441 -5.606 -5.268
H -0.632 -0.995 5.347
O -2.767 7.406 0.712
C -4.750 -0.502 3.883
P -2.001 6.415 -0.363
H -6.708 -0.878 -0.019
C 9.585 1.717 -2.219
H -4.659 8.092 0.306
C -0.810 0.844 0.493
H -4.115 5.271 1.136
O 0.756 0.646 2.364
O 1.210 -1.780 -1.053
H -0.638 -3.359 3.527
H -0.698 9.096 0.518
H 0.961 -6.190 -7.315
H 6.623 1.205 1.058
C -2.557 0.324 3.897
H -2.375 0.642 5.011
H 1.529 -1.761 3.007
H -0.351 -5.956 -11.305
H -2.748 -1.274 -3.111
H -2.094 -5.884 -10.987
H -0.430 -0.249 0.282
C 0.885 -5.153 -7.658
C -0.281 8.454 -0.260
H 4.266 -0.120 3.191
H -4.317 -2.262 -0.284
H -0.997 -4.624 -10.329
C 1.678 2.220 0.372
H -3.765 3.874 0.064
H 3.226 4.312 1.535
C -7.441 -0.514 3.087
C 7.259 1.264 0.171
H 7.851 0.348 0.098
H -5.241 4.828 -0.160
C -2.028 -0.334 -2.967
C 0.108 -0.577 4.512
H -6.468 -2.688 -0.500
H 4.762 3.630 0.499
H 10.053 2.370 -1.478
C 4.916 -0.812 2.473
C -5.886 -1.062 2.842
O -0.903 -6.494 -9.411
H -0.849 -6.523 -5.341
C -6.806 -1.989 0.402
C 3.183 1.991 0.979
H 8.349 0.914 -5.866
H 1.974 -1.848 4.840
P 7.117 0.897 -2.469
O -1.215 -2.746 -0.975
C 1.059 -1.844 4.076
O -0.476 7.098 0.084
H 4.161 -1.160 1.620
H -1.822 2.504 -0.828
H -8.147 2.471 6.680
H 2.720 -5.380 2.319
H -4.374 0.942 5.918
H -0.070 2.553 1.680
O -0.465 -4.762 -7.829
C 1.348 -4.595 3.965
H 0.792 8.646 -0.335
O -3.336 -0.914 3.748
H -0.736 1.634 3.542
H -0.749 8.679 -1.223
H -8.366 -0.869 2.422
H -3.425 8.551 -0.899
C 0.462 1.572 1.259
H 5.827 -0.196 2.062
H -2.077 -5.666 -4.381
H -3.452 9.339 0.696
O -3.527 5.732 -0.811
Cl 0.606 -3.944 -2.956
H 3.798 1.415 0.135
H 7.917 2.129 0.271
P -1.583 -5.973 -7.908
H -2.267 0.418 -3.833
C -5.166 0.543 5.120
O 7.797 0.377 -3.972
H 10.112 1.824 -3.170
H -0.049 -3.407 5.318
H 9.661 0.681 -1.876
H 7.703 2.247 -4.890
H 1.568 1.877 -0.766
O -2.847 -5.464 -8.609
H -0.783 -4.741 -5.169
C -4.209 -2.037 0.865
H 4.430 -5.184 3.903
C 0.349 -3.316 4.196
H -0.917 -1.092 2.539
O 8.235 2.109 -2.389
H -3.756 -0.981 1.086
H -3.504 0.869 -1.606
C -2.427 0.359 -1.537
C 7.594 1.185 -5.122
O 6.436 1.418 -0.966
H 2.343 -3.550 2.064
*
```

Its HOMO-LUMO gap is 2.8 eV. The LUMO energy comes out at -0.068 Eh.

# 2
Density functional theory data (the ωB97M-V functional and the def2-TZVPD basis) for a cluster of 6 separate species, C37H76FIN2O14PS in total.

Geometry as ORCA input:
```
! wB97M-V def2-TZVPD RIJCOSX def2/J DEFGRID3
* xyz 1 1
H 0.592 -4.055 -3.915
H 9.593 0.636 -5.420
C 1.223 4.325 2.076
H 0.106 7.102 -3.824
C -2.378 0.908 2.460
H 0.360 -6.648 -5.162
H 0.146 -6.755 -3.399
C -2.038 -3.031 -4.068
C 3.060 -0.648 3.766
H -1.824 -1.961 -4.024
H 2.186 1.214 2.114
C -0.368 -6.794 -4.361
H -4.631 5.253 6.097
P 0.423 1.726 4.292
O -3.104 -4.653 -6.411
H -6.459 4.487 8.992
O -6.546 4.716 8.061
N 1.868 2.201 4.445
C 1.335 2.422 -0.418
H 7.203 -2.154 -3.248
C -1.360 -3.387 1.053
C -0.172 6.440 -1.807
C 9.106 0.502 -4.457
H -1.114 -6.005 -4.406
C -3.068 -6.654 -7.698
H -3.868 -6.888 -8.402
H -2.342 1.778 0.556
H -2.251 -6.169 -8.227
O 0.074 0.493 5.282
H 1.030 8.203 -1.568
H -2.543 2.995 1.763
H 8.389 1.309 -4.294
C -0.194 3.778 1.791
H -0.590 -4.626 3.175
O -0.684 2.840 4.617
C 1.305 5.337 3.217
C -3.823 3.208 4.921
F 3.960 -1.648 3.412
H -0.909 5.651 -3.652
C -5.775 3.830 7.279
H -2.378 1.144 4.662
H -5.002 -5.542 -5.028
H 2.969 3.223 -2.652
O -2.249 -8.203 -4.704
H 8.360 -1.187 -2.309
C 7.666 -1.175 -3.152
H 3.550 0.309 3.585
H 2.413 1.704 5.140
H -6.343 5.083 5.643
C -3.584 -5.749 -6.610
O 4.143 3.616 -0.375
H -3.146 4.077 4.922
H -3.848 0.472 3.967
C -0.449 2.272 1.505
H 1.547 4.871 1.186
H -1.080 -2.509 2.978
C -0.178 -9.354 -4.499
H 1.138 4.926 4.206
S 4.443 2.238 -1.130
H 0.342 -9.415 -3.541
H 0.522 -2.664 -2.826
H -0.522 4.261 0.865
H -2.149 -4.142 1.118
C -2.005 2.077 1.551
H 0.972 -1.178 3.506
H -1.148 2.673 5.448
O 8.417 -1.585 -5.371
H -6.314 2.907 7.031
H -1.713 -3.410 -5.037
H -0.839 0.191 5.332
H -0.785 -10.244 -4.638
C -3.062 1.222 3.811
H 1.955 0.609 -1.434
H 0.575 -9.300 -5.287
C -0.071 2.004 0.020
H -5.579 -6.500 -6.412
O -0.091 -3.960 1.253
O 5.688 2.358 -1.824
C -1.091 -0.959 1.489
H 2.037 -1.582 2.193
C -1.054 -8.128 -4.535
H 1.321 3.492 -0.647
H -3.598 2.568 5.795
O -1.915 -4.441 -2.160
H 2.054 2.304 0.384
H -0.628 8.371 -0.973
H -0.085 -1.135 1.132
H 2.855 -0.775 4.830
O -5.145 3.622 4.931
C 3.085 2.210 -2.260
H -4.849 3.542 7.793
H -4.406 -7.198 -5.282
C 1.801 -0.789 2.907
O -0.088 5.342 -1.295
C 1.793 1.667 -1.657
H -1.548 7.256 -3.230
H 1.027 1.770 -2.431
O -3.641 2.488 3.731
C 0.188 -3.694 -2.968
H -2.719 -7.590 -7.258
H -1.380 -3.011 0.027
H 9.853 0.549 -3.663
C -0.663 6.618 -3.220
I -0.083 6.911 2.862
C -1.321 -3.776 -2.981
C 0.072 1.154 2.515
H 0.536 7.377 -0.062
H 4.902 3.790 0.208
H -3.103 0.306 1.916
C -5.456 4.543 5.972
H -0.884 4.129 2.553
H -0.272 0.960 -0.249
H 2.290 5.798 3.211
H 0.975 -5.135 2.520
C -4.720 -6.278 -5.776
H -1.101 -0.396 3.409
H -0.519 -5.879 1.913
N -1.080 0.137 2.540
C -0.067 -4.947 2.266
H -1.695 -0.624 0.647
H 3.454 1.596 -3.085
H -3.109 -3.192 -3.977
O 4.276 1.168 -0.180
H 6.900 -0.425 -2.946
H -2.695 -2.203 2.285
C 8.400 -0.832 -4.427
H 0.576 -4.306 -2.155
H 1.270 0.173 1.072
C -1.626 -2.258 2.061
H 1.966 3.548 2.244
C 1.396 0.470 2.111
C 0.219 7.688 -1.051
H -0.779 2.605 -0.558
*
```

Its HOMO-LUMO gap is 7.8 eV. The LUMO energy comes out at -0.102 Eh.

# 3
Density functional theory data (the ωB97M-V functional and the def2-TZVPD basis) for a cluster of 4 separate species, C37H79BN4O9P in total at a distorted geometry.

Geometry as ORCA input:
```
! wB97M-V def2-TZVPD RIJCOSX def2/J DEFGRID3
* xyz 0 4
H 2.867 -5.576 0.030
C -2.712 -2.216 4.809
H 0.149 -0.065 6.677
C -1.329 5.474 -5.992
O -3.853 1.960 -0.278
H -3.168 -2.927 4.114
C -0.313 0.712 4.009
C -2.817 2.895 -0.496
H -0.922 -1.940 3.648
H -4.999 1.035 5.938
C -0.147 -6.798 3.032
C 2.419 3.124 -7.386
C -3.254 -0.241 6.342
H 2.307 2.018 -4.927
C -2.712 -0.819 7.665
H 1.273 2.555 -2.125
H 0.412 7.166 -7.307
H 3.420 2.690 -7.423
H -1.936 4.570 -5.917
H -4.105 1.377 1.763
N 0.430 -6.487 0.604
H -2.505 0.983 1.062
C 0.329 -4.503 2.146
H 0.827 -3.555 2.369
H -0.731 -4.264 2.003
H 6.008 -1.036 0.427
C -1.476 0.601 -1.921
H -4.434 -0.953 4.671
B -4.098 -0.398 0.411
O 1.252 -0.174 0.314
O -2.400 1.475 -2.533
H 5.562 -0.851 -1.321
H 3.877 2.749 -5.260
H -3.927 -0.975 -1.424
H 6.223 0.552 -0.331
H -0.442 -1.708 6.386
H 4.317 0.675 1.077
H 2.868 -5.499 1.796
H -1.918 2.726 0.134
H 1.011 3.805 0.541
H -0.719 3.707 -8.002
C 2.841 2.968 -4.998
P 1.905 1.097 -0.200
C 0.874 6.464 -6.608
H 2.875 7.202 -6.890
H -0.896 1.114 3.180
H 0.645 4.629 -8.644
C -1.147 -0.203 4.918
H -2.190 -2.818 5.560
C 2.980 5.207 -6.092
C -2.352 2.786 -2.009
H 3.692 -0.891 0.543
H -3.167 3.926 -0.269
C -3.586 1.092 0.823
H -3.105 3.363 -2.587
H -0.071 -4.994 4.202
H 4.006 5.026 -6.424
C 0.429 -7.429 1.756
O -2.783 1.364 4.814
C 4.168 0.043 0.180
H -1.386 3.308 -2.181
O 0.590 4.327 -4.532
C -0.363 -8.710 1.442
H -1.856 6.177 -6.638
H -4.280 -2.365 0.817
H -1.431 -8.523 1.329
H -2.988 -1.681 1.502
H 2.863 3.427 -4.009
O -0.798 -6.419 0.141
N 0.749 4.081 -5.812
H 0.181 0.983 -3.392
H 1.840 -8.845 2.633
H 0.518 -0.167 -2.104
H 0.809 -1.053 5.382
C 1.862 -7.934 2.032
H 2.350 3.758 -8.268
H -4.454 -2.022 6.056
O -4.633 -0.594 -0.901
H 1.010 -3.173 -0.155
C 2.442 -5.064 0.895
H 1.500 -5.529 3.652
C -0.113 -0.789 5.903
H 0.840 6.947 -5.626
O 3.387 0.683 -0.840
C 0.063 5.161 -6.571
H 3.055 5.616 -5.079
C -4.435 0.642 6.784
H 1.708 2.302 -7.490
C -0.235 4.685 -8.007
H -2.013 -1.642 7.534
C 2.335 6.257 -6.992
C 0.757 1.868 -1.421
H -1.275 5.936 -5.006
H 0.018 2.448 -0.842
H -1.756 -0.420 -2.261
C 0.013 0.803 -2.313
O 2.167 2.103 1.110
H -1.232 -6.686 2.930
H -5.136 0.061 7.385
C -3.804 -1.374 5.462
H 0.002 -9.183 0.529
C -1.731 -1.326 4.053
H -3.528 -1.223 8.267
H -2.223 -0.043 8.258
H -0.258 -9.429 2.256
H -0.526 -3.977 -0.393
H 3.297 5.077 0.043
H 0.010 -7.469 3.881
H 2.274 4.035 1.761
H 3.991 3.438 -0.239
C 3.061 4.034 -0.248
C 0.454 -5.432 3.348
H 2.419 5.971 -8.044
H 2.471 -7.233 2.599
N -2.194 0.549 5.662
H 2.382 -8.174 1.102
C 5.588 -0.352 -0.339
H -1.522 0.580 -0.813
C 0.548 -4.150 -0.309
H 0.116 1.547 4.567
C 0.900 -5.097 0.852
H 0.510 0.153 3.562
H -4.092 1.483 7.390
H 0.909 -4.545 -1.261
C 2.038 3.503 0.818
N -3.990 -1.544 1.348
H -2.250 -0.896 3.188
H -0.912 5.380 -8.506
H 2.634 4.089 -1.267
H 2.800 -4.033 0.872
C 2.203 3.883 -6.059
*
```

Its HOMO-LUMO gap (alpha / beta) is 9.1 / 9.1 eV. The LUMO energy (alpha / beta) comes out at 0.021 / -0.006 Eh.